Computed, not measured: 9 unconnected molecules or ions with the total composition H17O8 in a non-equilibrium geometry, with wB97M-V/def2-TZVPD.

The geometry in ORCA input format:
```
! wB97M-V def2-TZVPD RIJCOSX def2/J DEFGRID3
* xyz 2 2
O 1.28 -2.20 1.44
H 1.19 -2.79 0.62
H 0.39 -1.92 1.82
O 0.59 -2.37 -1.85
H 0.63 -1.36 -1.90
H 0.09 0.49 -1.74
O -2.39 1.18 -2.29
H -1.43 0.93 -2.14
H -2.31 2.04 -2.78
O 0.04 1.81 2.21
H -0.15 2.66 2.60
H -1.81 -0.38 0.85
O -1.23 -0.76 1.54
H -0.76 0.05 1.83
H 3.19 -1.02 0.93
O 1.64 1.74 -0.08
H 0.77 1.46 -0.65
H 0.87 2.07 1.76
O -3.39 0.10 0.01
H -4.32 0.07 0.25
H -3.26 0.31 -0.94
O 3.63 -0.23 0.75
H 2.08 0.85 -0.09
H 4.61 -0.33 0.52
H 0.05 -2.42 -2.68
*
```

Values from the calculation:
- ΔE to the lowest compared entry with this formula, charge and spin: 182.68 kcal/mol
- Lowest unoccupied orbital energy (spin up / spin down): -14.14 / -14.96 eV